Here is C4H6OS as an isolated structure from the OMol25 dataset. Energies are from wB97M-V/def2-TZVPD.

Energy relative to the best compared isomer or geometry (same formula, charge and spin) (kJ/mol): 308.5
Kohn-Sham gap (eV): 8.158
Strongest force on any atom (eV/Å): 3.0
Energy (eV): -17124.9329
Molar mass (g mol⁻¹): 102.2
LUMO energy (eV): -0.23

Positions of all 12 atoms, in Å:
C (0.355, -1.187, -0.054)
C (-2.405, -0.494, 0.597)
C (0.507, 0.159, -0.029)
C (1.751, 1.108, -0.371)
O (-3.147, -0.826, -0.245)
S (-0.933, 1.211, 0.154)
H (-0.692, -1.384, 0.094)
H (1.114, -1.983, -0.225)
H (-2.458, -0.682, 1.666)
H (2.621, 0.485, -0.281)
H (1.509, 1.470, -1.456)
H (1.779, 2.123, 0.150)

Quick look at the Mulliken charges, all values in e: number 1, C, carries -0.664; number 2, C, carries -0.043; number 3, C, carries 0.588; number 4, C, carries -1.133; number 5, O, carries -0.318; number 6, S, carries -0.157; number 7, H, carries 0.148; number 8, H, carries 0.272; number 9, H, carries 0.392; number 10, H, carries 0.326; number 11, H, carries 0.281; number 12, H, carries 0.311


Here is a 2-piece molecular cluster, C4H6OS overall from the OMol25 dataset. Energies are from wB97M-V/def2-TZVPD.

Energy relative to the best compared isomer or geometry (same formula, charge and spin) (kJ/mol): 518.3
Kohn-Sham gap (spin up / spin down) (eV): 6.872 / 6.873
Strongest force on any atom (eV/Å): 3.5
Energy (eV): -17122.7577
Molar mass (g mol⁻¹): 102.2
LUMO energy (spin up / spin down) (eV): -1.89 / -1.88

Positions of all 12 atoms, in Å:
C (1.339, 0.292, 0.954)
C (1.634, -0.115, -0.416)
C (0.388, -0.219, -0.126)
C (-1.008, -0.370, -0.405)
O (-1.089, -2.858, -1.761)
S (-1.529, -4.089, -0.997)
H (1.746, -0.245, 1.854)
H (1.382, 1.336, 1.262)
H (2.350, -0.429, -1.098)
H (-1.339, -1.197, 0.308)
H (-1.329, -0.751, -1.435)
H (-1.509, 0.562, -0.398)

Quick look at the Mulliken charges, all values in e: number 1, C, carries -0.636; number 2, C, carries -0.284; number 3, C, carries 0.411; number 4, C, carries -0.913; number 5, O, carries -0.282; number 6, S, carries 0.256; number 7, H, carries 0.160; number 8, H, carries 0.187; number 9, H, carries 0.387; number 10, H, carries 0.177; number 11, H, carries 0.203; number 12, H, carries 0.333


Here is a single C4H6OS molecule from the OMol25 dataset. Energies are from wB97M-V/def2-TZVPD.

Energy relative to the best compared isomer or geometry (same formula, charge and spin) (kJ/mol): 239.0
Kohn-Sham gap (eV): 8.513
Strongest force on any atom (eV/Å): 3.3
Energy (eV): -17125.6526
Molar mass (g mol⁻¹): 102.2
LUMO energy (eV): -0.41

Positions of all 12 atoms, in Å:
C (-1.203, 1.759, 1.037)
C (-0.354, 0.972, 0.364)
C (0.447, -0.618, -1.117)
C (0.717, -1.778, -0.102)
H (-2.218, 1.919, 0.874)
H (-0.737, 2.327, 1.802)
H (0.661, 0.929, 0.718)
H (0.270, -1.021, -2.126)
H (1.308, 0.030, -1.235)
H (-0.274, -2.333, 0.039)
O (-0.707, 0.119, -0.718)
S (2.090, -2.306, 0.464)

Quick look at the Mulliken charges, all values in e: number 1, C, carries -0.758; number 2, C, carries 0.110; number 3, C, carries -0.450; number 4, C, carries -0.065; number 5, H, carries 0.330; number 6, H, carries 0.230; number 7, H, carries 0.265; number 8, H, carries 0.310; number 9, H, carries 0.375; number 10, H, carries 0.258; number 11, O, carries -0.385; number 12, S, carries -0.219


Here is a 2-piece molecular cluster, C4H6OS overall from the OMol25 dataset. Energies are from wB97M-V/def2-TZVPD.

Energy relative to the best compared isomer or geometry (same formula, charge and spin) (kJ/mol): 308.3
Kohn-Sham gap (eV): 10.378
Strongest force on any atom (eV/Å): 4.1
Energy (eV): -17124.9349
Molar mass (g mol⁻¹): 102.2
LUMO energy (eV): 0.64

Positions of all 12 atoms, in Å:
C (1.753, -0.201, 1.247)
C (-2.220, -0.190, 0.468)
C (1.851, 0.287, 0.044)
C (1.755, 0.596, -1.192)
O (-2.334, -0.043, 1.639)
S (-3.518, -0.967, -0.537)
H (2.340, 0.031, 2.111)
H (0.957, -0.975, 1.359)
H (-1.312, 0.279, -0.159)
H (1.085, 1.397, -1.545)
H (2.533, 0.455, -1.887)
H (-2.891, -0.670, -1.548)

Quick look at the Mulliken charges, all values in e: number 1, C, carries -0.568; number 2, C, carries 0.311; number 3, C, carries 0.270; number 4, C, carries -0.686; number 5, O, carries -0.393; number 6, S, carries -0.130; number 7, H, carries 0.268; number 8, H, carries 0.201; number 9, H, carries 0.107; number 10, H, carries 0.242; number 11, H, carries 0.278; number 12, H, carries 0.099


Here is a single C4H6OS molecule from the OMol25 dataset. Energies are from wB97M-V/def2-TZVPD.

Energy relative to the best compared isomer or geometry (same formula, charge and spin) (kJ/mol): 253.0
Kohn-Sham gap (spin up / spin down) (eV): 7.286 / 9.322
Strongest force on any atom (eV/Å): 2.9
2S+1: 3
Energy (eV): -17122.2728
Molar mass (g mol⁻¹): 102.2
LUMO energy (spin up / spin down) (eV): 0.77 / -0.59

Positions of all 12 atoms, in Å:
C (1.536, -0.506, -0.145)
C (1.289, -1.545, 0.560)
C (0.590, 0.773, -0.409)
C (-1.395, 0.319, 0.824)
O (-0.312, 1.043, 0.587)
S (-2.426, -0.437, -0.359)
H (2.437, -0.386, -0.729)
H (0.457, -1.801, 1.188)
H (1.233, 1.649, -0.480)
H (0.112, 0.585, -1.381)
H (-1.862, 0.508, 1.773)
H (-1.658, -0.201, -1.429)

Quick look at the Mulliken charges, all values in e: number 1, C, carries -0.261; number 2, C, carries -0.334; number 3, C, carries -0.392; number 4, C, carries -0.142; number 5, O, carries -0.309; number 6, S, carries -0.166; number 7, H, carries 0.295; number 8, H, carries 0.350; number 9, H, carries 0.288; number 10, H, carries 0.186; number 11, H, carries 0.370; number 12, H, carries 0.116


Here is a single C4H6OS3 molecule from the OMol25 dataset. Energies are from wB97M-V/def2-TZVPD.

Energy relative to the best compared isomer or geometry (same formula, charge and spin) (kJ/mol): 130.6
Kohn-Sham gap (eV): 7.416
Strongest force on any atom (eV/Å): 4.3
Energy (eV): -38796.7487
Molar mass (g mol⁻¹): 166.3
LUMO energy (eV): -1.40

Positions of all 14 atoms, in Å:
C (1.138, 2.785, 0.034)
C (0.306, 0.239, -0.397)
C (-0.793, -0.722, -0.218)
C (-0.519, -2.114, 0.396)
H (0.795, 3.732, 0.489)
H (2.049, 2.441, 0.593)
H (1.430, 2.982, -0.969)
H (0.139, -2.042, 1.268)
H (0.093, -2.795, -0.261)
H (-2.064, -3.054, -0.146)
O (-1.748, -2.786, 0.817)
S (-0.324, 1.760, 0.111)
S (1.794, -0.041, -0.956)
S (-2.295, -0.386, -0.760)

Quick look at the Mulliken charges, all values in e: number 1, C, carries -0.968; number 2, C, carries 0.264; number 3, C, carries 0.159; number 4, C, carries -0.592; number 5, H, carries 0.319; number 6, H, carries 0.329; number 7, H, carries 0.358; number 8, H, carries 0.338; number 9, H, carries 0.296; number 10, H, carries 0.336; number 11, O, carries -0.479; number 12, S, carries 0.076; number 13, S, carries -0.232; number 14, S, carries -0.205


Here is a single C4H6OS3 molecule from the OMol25 dataset. Energies are from wB97M-V/def2-TZVPD.

Energy relative to the best compared isomer or geometry (same formula, charge and spin) (kJ/mol): 391.9
Kohn-Sham gap (eV): 8.400
Strongest force on any atom (eV/Å): 5.1
Energy (eV): -38794.0402
Molar mass (g mol⁻¹): 166.3
LUMO energy (eV): -0.62

Positions of all 14 atoms, in Å:
C (-0.200, 0.145, -0.911)
C (-0.327, -1.231, -0.280)
C (0.726, -0.302, 0.142)
C (0.534, 0.261, 1.537)
H (-1.396, 2.371, -1.672)
H (-0.268, 0.127, -2.054)
H (-0.242, -2.121, -0.994)
H (-2.261, -0.287, 0.538)
H (2.852, 0.620, -0.196)
H (-0.541, 0.131, 1.585)
O (1.391, 0.879, 2.156)
S (-0.948, 1.757, -0.183)
S (-1.710, -1.593, 0.685)
S (2.391, -0.756, -0.354)

Quick look at the Mulliken charges, all values in e: number 1, C, carries -0.103; number 2, C, carries -0.170; number 3, C, carries -0.214; number 4, C, carries 0.257; number 5, H, carries 0.179; number 6, H, carries 0.418; number 7, H, carries 0.318; number 8, H, carries 0.200; number 9, H, carries 0.146; number 10, H, carries 0.205; number 11, O, carries -0.510; number 12, S, carries -0.204; number 13, S, carries -0.267; number 14, S, carries -0.256


Here is C4H6S as an isolated structure from the OMol25 dataset. Energies are from wB97M-V/def2-TZVPD.

Energy relative to the best compared isomer or geometry (same formula, charge and spin) (kJ/mol): 147.8
Kohn-Sham gap (eV): 9.089
Strongest force on any atom (eV/Å): 4.6
Energy (eV): -15078.2607
Molar mass (g mol⁻¹): 86.2
LUMO energy (eV): 0.83

Positions of all 11 atoms, in Å:
C (-0.615, 1.169, 0.089)
C (-1.933, 1.040, -0.144)
C (-0.293, -0.169, 0.611)
C (0.614, -0.972, -0.212)
S (-2.065, -0.717, -0.009)
H (0.001, 2.051, 0.268)
H (-2.754, 1.745, -0.332)
H (-0.041, -0.180, 1.611)
H (0.401, -0.897, -1.371)
H (0.444, -2.041, 0.084)
H (1.587, -0.554, 0.136)

Quick look at the Mulliken charges, all values in e: number 1, C, carries -0.701; number 2, C, carries -0.150; number 3, C, carries 0.022; number 4, C, carries -1.015; number 5, S, carries -0.200; number 6, H, carries 0.305; number 7, H, carries 0.364; number 8, H, carries 0.490; number 9, H, carries 0.276; number 10, H, carries 0.302; number 11, H, carries 0.309


Here is C4H6S as an isolated structure from the OMol25 dataset. Energies are from wB97M-V/def2-TZVPD.

Energy relative to the best compared isomer or geometry (same formula, charge and spin) (kJ/mol): 230.9
Kohn-Sham gap (eV): 9.401
Strongest force on any atom (eV/Å): 4.8
Energy (eV): -15077.4000
Molar mass (g mol⁻¹): 86.2
LUMO energy (eV): 0.96

Positions of all 11 atoms, in Å:
C (-0.679, 0.190, -0.942)
C (-0.165, -0.757, -1.680)
C (-0.538, -0.433, 0.376)
C (0.739, 0.702, 1.229)
S (0.372, -1.833, -0.378)
H (-1.358, 0.989, -1.032)
H (0.157, -1.004, -2.682)
H (-1.479, -0.483, 0.994)
H (1.082, 0.158, 2.097)
H (0.466, 1.660, 1.612)
H (1.403, 0.811, 0.407)

Quick look at the Mulliken charges, all values in e: number 1, C, carries -0.746; number 2, C, carries -0.143; number 3, C, carries -0.045; number 4, C, carries -0.993; number 5, S, carries -0.174; number 6, H, carries 0.364; number 7, H, carries 0.380; number 8, H, carries 0.386; number 9, H, carries 0.287; number 10, H, carries 0.330; number 11, H, carries 0.352